{
  "formula": "C3H4O",
  "method": "ωB97M-V/def2-TZVPD",
  "species": ["C", "C", "C", "O", "H", "H", "H", "H"],
  "xyz": [[0.74, -0.64, 0.85], [-1.04, 0.48, -0.74], [0.33, 0.18, -0.30], [-0.96, 1.44, -1.41], [1.79, -0.87, 1.24], [-0.14, -1.17, 1.39], [-1.89, -0.06, -0.25], [1.15, 0.65, -0.78]],
  "mulliken_charge": [-0.61, 0.07, -0.06, -0.41, 0.25, 0.16, 0.28, 0.31],
  "e_lumo_ev": 0.137,
  "relative_energy_kcal_mol": 31.1,
  "smiles": "C=CC=O",
  "homo_lumo_gap_ev": 9.910,
  "e_homo_ha": -0.35914
}

***

{
  "formula": "C9H10N2O3",
  "method": "ωB97M-V/def2-TZVPD",
  "species": ["C", "C", "C", "C", "C", "C", "C", "C", "C", "N", "N", "O", "O", "O", "H", "H", "H", "H", "H", "H", "H", "H", "H", "H"],
  "xyz": [[-1.27, -1.51, 0.78], [-1.29, -1.37, 2.07], [-0.44, -0.77, -0.17], [0.71, -0.03, 0.03], [-0.87, 0.96, 2.52], [-0.79, -0.38, 3.04], [-0.60, -0.95, -1.68], [0.17, 0.25, -2.23], [1.32, 0.37, -1.25], [-1.31, 1.72, 1.75], [2.14, 1.66, -1.14], [-0.64, -0.69, 4.21], [-1.81, 2.44, 0.94], [1.41, 0.11, 1.17], [-1.87, -2.29, 0.28], [-1.69, -2.15, 2.68], [0.05, -1.87, -1.92], [-1.64, -1.25, -1.93], [0.37, 0.05, -3.34], [-0.54, 1.05, -2.15], [2.03, -0.35, -1.54], [1.65, 2.54, -1.36], [2.76, 1.57, -1.92], [2.15, 0.87, 1.17]],
  "mulliken_charge": [-0.46, -0.54, 0.53, 0.70, 0.15, 0.09, -0.97, -0.82, 0.01, 0.58, -0.71, -0.56, -0.62, -0.58, 0.34, 0.37, 0.25, 0.41, 0.29, 0.32, 0.31, 0.24, 0.30, 0.38],
  "e_lumo_ev": -0.463,
  "relative_energy_kcal_mol": 132.1,
  "smiles": "N[C@@H]1CCC(/C=C\\C(=O)C#[N+][O-])=C1O",
  "homo_lumo_gap_ev": 7.894,
  "e_homo_ha": -0.30711
}

***

{
  "formula": "C20H19MnN3O8",
  "method": "ωB97M-V/def2-TZVPD",
  "species": ["Mn", "O", "C", "C", "N", "C", "C", "O", "O", "C", "C", "O", "O", "H", "H", "H", "H", "H", "H", "H", "H", "H", "O", "C", "C", "C", "C", "C", "C", "C", "O", "N", "N", "C", "C", "C", "C", "C", "C", "C", "O", "H", "H", "H", "H", "H", "H", "H", "H", "H", "H"],
  "xyz": [[0.58, -1.69, -1.64], [-1.76, -1.49, -0.62], [-2.01, -1.82, 0.75], [-0.99, -1.27, 1.72], [0.37, -1.80, 1.67], [0.48, -3.25, 1.63], [-0.08, -4.05, 0.43], [-0.64, -5.11, 0.71], [0.13, -3.57, -0.74], [2.12, -0.44, 0.73], [3.11, -0.69, -0.43], [4.23, -0.19, -0.29], [2.67, -1.38, -1.42], [-1.76, -0.53, -0.72], [-2.06, -2.91, 0.80], [-2.99, -1.43, 1.05], [-1.36, -1.47, 2.73], [-0.91, -0.18, 1.62], [-0.02, -3.62, 2.52], [1.54, -3.50, 1.71], [2.65, -0.73, 1.63], [2.61, 1.58, 0.48], [1.08, 3.79, 1.34], [1.11, 2.98, 2.35], [0.89, 3.45, 3.68], [0.91, 2.61, 4.78], [1.18, 1.25, 4.63], [1.43, 0.76, 3.34], [1.40, 1.57, 2.21], [1.72, 1.04, 0.81], [1.02, -1.31, 0.52], [0.57, 1.37, -0.05], [0.27, 0.76, -1.22], [-0.53, 1.42, -1.98], [-1.15, 0.99, -3.25], [-2.04, 1.90, -3.83], [-2.69, 1.67, -5.04], [-2.43, 0.46, -5.70], [-1.55, -0.46, -5.15], [-0.90, -0.25, -3.91], [-0.10, -1.15, -3.45], [0.37, 2.37, 0.05], [0.70, 4.52, 3.80], [0.73, 3.02, 5.77], [1.19, 0.58, 5.48], [1.61, -0.30, 3.23], [-0.82, 2.42, -1.65], [-2.23, 2.84, -3.31], [-3.37, 2.39, -5.45], [-2.91, 0.25, -6.65], [-1.34, -1.39, -5.66]],
  "mulliken_charge": [1.02, -0.38, -1.05, -0.55, -0.30, -0.67, 0.35, -0.77, -0.73, 0.08, -0.08, -0.74, -0.78, 0.28, 0.40, 0.50, 0.33, 0.37, 0.24, 0.43, 0.60, 0.40, -0.93, 0.11, -0.71, -0.14, -1.17, -0.02, -0.16, 0.29, 1.25, -0.24, -0.15, -0.34, 0.62, -0.81, -0.67, -0.35, -0.57, 0.65, -0.86, 0.42, 0.35, 0.33, 0.34, 0.23, 0.22, 0.30, 0.35, 0.32, 0.37],
  "s_squared": 8.75,
  "e_lumo_ev": [4.837, 4.836],
  "relative_energy_kcal_mol": 65.8,
  "homo_lumo_gap_ev": [6.355, 6.354],
  "total_charge": -2,
  "e_homo_ha": [-0.05577, -0.05578],
  "spin_multiplicity": 6
}

***

{
  "formula": "C17H17MnN4O2",
  "method": "ωB97M-V/def2-TZVPD",
  "species": ["Mn", "C", "O", "C", "C", "C", "C", "C", "C", "N", "N", "C", "C", "O", "C", "C", "C", "C", "C", "C", "C", "C", "H", "H", "H", "H", "H", "H", "H", "H", "H", "H", "H", "H", "H", "N", "N", "H", "H", "H", "H"],
  "xyz": [[-0.09, 0.64, 0.70], [1.99, 1.81, -1.30], [1.63, 0.84, -0.25], [2.62, 0.01, 0.29], [3.96, 0.18, 0.09], [4.83, -0.75, 0.66], [4.35, -1.83, 1.41], [3.00, -1.99, 1.60], [2.12, -1.05, 1.05], [0.72, -1.10, 1.13], [0.18, -2.23, 1.31], [-1.13, -2.45, 1.08], [-1.96, -1.49, 0.39], [-1.50, -0.29, 0.14], [-3.24, -1.82, -0.02], [-3.74, -3.08, 0.29], [-2.98, -4.03, 1.00], [-3.52, -5.29, 1.30], [-2.76, -6.26, 1.99], [-1.48, -5.97, 2.36], [-0.92, -4.72, 2.07], [-1.67, -3.73, 1.40], [2.51, 2.65, -0.85], [1.07, 2.11, -1.77], [2.62, 1.29, -2.03], [4.36, 1.00, -0.50], [5.89, -0.63, 0.51], [5.04, -2.53, 1.85], [2.60, -2.81, 2.19], [-3.83, -1.10, -0.56], [-4.74, -3.34, -0.03], [-4.54, -5.52, 0.99], [-3.20, -7.23, 2.21], [-0.88, -6.71, 2.89], [0.10, -4.51, 2.36], [-1.01, 1.62, 2.26], [-0.10, 2.50, 1.59], [-1.98, 1.94, 2.21], [-0.75, 1.46, 3.23], [0.59, 2.92, 2.21], [-0.59, 3.25, 1.10]],
  "mulliken_charge": [0.67, -1.03, -0.34, 1.49, -0.81, -0.64, -0.89, -0.37, 0.40, 0.09, -0.16, 0.03, 1.30, -0.59, -0.97, -0.76, 0.54, -0.59, -0.61, -0.78, -0.16, 0.65, 0.37, 0.37, 0.43, 0.51, 0.45, 0.45, 0.49, 0.50, 0.47, 0.48, 0.45, 0.46, 0.53, -0.25, -0.31, 0.30, 0.28, 0.28, 0.30],
  "s_squared": 3.91,
  "e_lumo_ev": [-11.552, -12.744],
  "homo_lumo_gap_ev": [6.208, 5.321],
  "total_charge": 3,
  "e_homo_ha": [-0.65267, -0.66385],
  "spin_multiplicity": 4
}

***

Values of energy, in order: -191.86039, -684.00890, -2690.82974, -2177.38000, all in Ha.